Record 1
C8H14N4 | the ωB97M-V functional and the def2-TZVPD basis

Geometry as XYZ:
```
26
Properties=species:S:1:pos:R:3:forces:R:3
N -1.811 0.448 1.510 0.841 -0.061 -3.272
N -2.254 0.632 -0.782 2.162 -0.059 0.454
N 2.417 -0.152 -0.857 -0.626 -5.700 4.491
N -0.806 1.037 -2.636 1.395 -1.102 2.463
C 1.135 -0.005 1.194 -1.462 2.354 1.888
C 0.068 -0.037 0.113 2.241 -2.119 -2.120
C -1.902 1.126 -2.086 -1.138 -0.577 0.935
C 2.562 -0.242 0.646 -1.000 -0.621 0.445
C 0.294 -1.542 -0.345 2.987 2.923 0.304
C -1.337 0.460 0.279 -1.967 -0.802 0.381
C 1.008 -0.430 -1.077 -1.567 1.409 -5.171
C -2.422 0.760 2.542 0.866 2.522 0.712
H -2.966 0.030 3.075 -0.692 -0.814 0.728
H -3.255 0.422 -0.773 0.493 0.197 1.196
H -2.773 1.531 -2.541 -0.880 0.501 -0.367
H 1.305 -0.299 -2.281 -3.799 -0.363 2.331
H 0.752 -0.747 1.916 1.036 0.378 0.184
H -0.496 -2.036 -0.754 -1.740 -1.466 -1.551
H -2.308 1.823 2.951 -0.378 -1.433 -0.490
H 1.029 -2.037 0.279 -0.954 -0.762 0.374
H -0.846 1.504 -3.469 0.101 1.338 -3.012
H 3.284 0.432 1.029 0.572 0.755 0.202
H 2.872 -1.241 0.915 0.299 -0.183 -0.163
H 2.814 0.623 -1.250 1.000 2.662 -1.674
H 1.019 0.999 1.632 0.658 -0.308 0.352
H 2.677 -1.069 -1.299 1.548 1.329 0.380
```
Positions in Å, forces in eV/Å.

Computed properties:
SMILES string = [H]/N=C/[NH+]=C(/N=C)[C@]12CC[NH2+][C@H]1C2
E = -14461.74086 eV
ΔE to the lowest compared entry with this formula, charge and spin = 411.4 kJ/mol
Orbital gap = 9.64 eV
Total charge = +2
HOMO energy = -17.3124 eV

Record 2
C11H14N2O | the ωB97M-V functional and the def2-TZVPD basis

Geometry as XYZ:
```
28
Properties=species:S:1:pos:R:3:forces:R:3
O -1.217 1.743 0.263 0.035 0.058 0.464
N -1.934 2.127 -1.892 -0.239 0.196 -0.171
N -1.162 0.122 -1.377 0.139 -0.222 -0.299
C 0.322 -0.786 0.316 0.084 -0.131 0.123
C 0.270 -0.893 1.695 0.107 -0.045 -0.175
C 2.650 -0.219 0.473 0.034 0.012 -0.128
C -1.665 -0.015 -2.723 -0.166 -0.139 -0.114
C 1.524 -0.447 -0.294 -0.021 -0.052 0.026
C -0.903 -1.021 -0.529 -0.009 0.201 0.164
C 2.587 -0.330 1.852 -0.045 0.002 0.081
C 1.396 -0.668 2.477 0.076 -0.053 -0.012
C -1.407 1.370 -0.869 -0.082 0.209 -0.063
C -1.841 1.446 -3.162 0.049 0.059 -0.294
C 1.304 -0.767 3.970 -0.036 0.053 -0.011
H 0.750 0.086 4.362 -0.019 0.029 0.111
H 0.775 -1.672 4.264 -0.011 -0.045 0.081
H -1.887 3.130 -1.838 0.068 -0.081 0.166
H 3.472 -0.147 2.446 0.073 0.009 0.074
H -2.747 1.598 -3.755 0.138 -0.094 -0.015
H 2.292 -0.772 4.424 0.035 -0.011 0.075
H -0.743 -1.882 -1.186 -0.075 0.075 0.066
H -2.625 -0.551 -2.734 0.068 0.043 -0.039
H 1.570 -0.356 -1.370 0.003 0.030 -0.119
H -1.767 -1.229 0.115 0.081 -0.069 -0.066
H -0.977 1.790 -3.747 -0.094 -0.082 0.058
H 3.582 0.048 -0.003 0.070 0.013 -0.039
H -0.665 -1.144 2.175 -0.149 -0.006 0.052
H -0.956 -0.559 -3.353 -0.113 0.041 0.005
```
Positions in Å, forces in eV/Å.

Computed properties:
SMILES string = Cc1cccc(CN2CCNC2=O)c1
E = -16662.73727 eV
ΔE to the lowest compared entry with this formula, charge and spin = 16.9 kJ/mol
Orbital gap = 9.44 eV
HOMO energy = -8.6061 eV

Record 3
C14H48NO18P4 | the ωB97M-V functional and the def2-TZVPD basis

Geometry as XYZ:
```
85
Properties=species:S:1:pos:R:3:forces:R:3
P -2.725 1.978 1.335 -0.168 0.234 -0.728
P 0.662 -0.145 -3.574 0.503 -1.481 -0.601
P -0.846 -4.336 0.889 2.082 -1.656 0.538
P 0.910 3.625 1.016 -0.450 -0.019 -0.717
O 0.256 -5.503 0.420 -1.859 2.304 2.635
O 2.912 -0.360 0.029 -0.188 0.026 0.371
O 0.446 -0.581 -5.177 -0.582 0.586 2.592
O -0.772 -3.044 0.184 -0.576 -1.301 0.027
O -2.187 -5.184 0.813 1.771 0.174 0.335
O -0.548 -4.118 2.459 -0.253 0.633 -1.967
O -0.147 4.862 0.907 1.098 -1.773 0.959
O -2.530 3.168 2.423 0.240 -2.678 -1.949
O 0.300 1.414 -3.588 0.300 -1.869 -0.729
O 0.518 2.439 0.169 0.842 1.520 1.659
O -0.057 -0.922 -2.517 0.571 1.116 -1.686
O 1.114 -1.254 3.024 0.654 -0.105 -0.329
O 2.241 4.364 0.467 -3.937 0.479 2.094
O -1.748 0.858 1.427 -1.253 1.306 0.473
O -4.245 1.544 1.531 1.030 1.071 0.633
O 1.209 3.407 2.617 -1.624 1.077 -3.076
O -2.799 2.685 -0.134 0.504 0.195 1.888
O 2.284 -0.292 -3.324 -1.811 0.476 -1.869
N 0.140 -0.603 0.271 0.138 0.345 -0.223
C 3.183 -0.119 -4.474 0.512 0.038 0.343
C 1.995 -2.189 3.641 0.099 -0.263 0.499
C 0.422 -5.943 -0.891 0.195 -0.503 -1.110
C -0.738 -5.147 3.395 0.333 -1.374 0.433
C 3.883 -0.926 0.897 1.008 0.390 -0.289
C -3.308 -4.658 0.169 -1.454 -0.249 -0.235
C -0.929 -0.591 -5.658 -0.403 -0.625 -0.727
C 1.903 2.240 3.016 0.216 0.147 1.439
C -2.478 1.949 -1.313 -0.566 -0.275 -0.188
C 1.263 2.315 -3.102 -0.226 1.632 0.793
C 3.394 3.676 0.274 2.229 -0.017 -2.071
C -0.635 5.163 -0.387 -0.003 0.463 -1.628
C -3.196 4.377 2.304 -1.066 2.862 0.001
C -4.768 0.253 1.366 -0.283 -0.874 -0.219
H -4.000 -0.505 1.208 0.207 0.132 -0.020
H 0.176 -5.266 3.976 0.095 -0.013 -0.138
H -0.357 -5.618 -1.580 0.137 0.516 -0.024
H 3.374 2.588 0.333 -0.349 -0.013 0.242
H -1.709 -0.854 -4.942 0.479 0.177 0.646
H 3.347 0.261 -0.560 -0.129 -0.066 -0.037
H 4.061 0.401 -4.091 0.035 -0.258 0.101
H -4.058 4.515 1.651 -0.296 -1.346 -0.232
H 2.837 0.481 -5.315 -0.701 0.026 0.323
H 1.282 1.344 3.041 0.103 0.032 -0.624
H 0.609 3.075 -2.675 0.653 0.267 0.505
H -1.041 4.358 -1.000 -0.350 -0.593 0.926
H 3.675 -1.982 1.068 0.041 0.127 -0.213
H 0.076 -0.388 -0.713 0.149 -0.177 -0.692
H 1.113 -0.654 0.536 0.300 0.352 0.124
H -2.573 5.169 1.888 0.722 -0.196 0.410
H 1.424 -5.625 -1.180 -0.218 0.011 -0.513
H -0.928 -6.070 2.846 -0.093 -0.212 0.435
H -1.662 2.418 -1.863 0.247 -0.217 0.385
H -3.718 -3.853 0.779 -0.123 0.210 -0.415
H -3.349 1.988 -1.967 -0.106 -0.048 0.055
H -3.561 4.693 3.281 0.314 -0.151 0.114
H -0.296 -1.504 0.410 -0.233 -0.663 0.053
H -4.012 -5.490 0.159 -0.202 0.219 -0.091
H -5.422 0.276 0.495 -0.137 -0.148 0.126
H 1.425 -3.024 4.049 0.063 -0.054 0.102
H 2.852 2.147 2.487 -0.161 -0.363 0.005
H -1.017 -1.382 -6.403 0.457 -0.026 -0.023
H 3.455 -1.096 -4.874 -0.041 0.019 0.244
H -1.533 -4.962 4.118 -0.223 0.337 -0.391
H 0.367 -7.030 -0.945 0.152 -0.084 0.384
H -0.397 0.105 0.751 -0.056 0.584 0.670
H 4.857 -0.765 0.434 0.210 -0.659 -0.055
H 2.610 -1.744 4.423 -0.242 0.235 0.299
H 0.543 -0.896 3.707 -0.104 -0.052 0.037
H -5.316 -0.021 2.267 -0.120 0.104 -0.123
H -3.091 -4.387 -0.865 -0.024 0.332 0.159
H 3.518 3.975 -0.767 1.419 -0.746 -0.319
H 1.924 1.864 -2.362 -0.225 0.207 0.085
H -1.394 5.942 -0.314 0.179 -0.071 0.252
H -2.295 0.909 -1.042 0.392 0.045 -0.349
H -1.241 0.320 -6.169 0.532 0.316 0.302
H 2.747 -2.607 2.972 -0.507 0.212 -0.586
H 4.004 -0.422 1.856 -0.661 0.154 0.212
H 1.858 2.814 -3.868 -0.046 -0.403 -0.393
H 4.209 4.101 0.860 -0.030 -0.189 0.185
H 0.154 5.494 -1.062 0.395 0.582 0.410
H 2.091 2.507 4.056 0.479 -0.460 0.077
```
Positions in Å, forces in eV/Å.

Computed properties:
E = -90799.34336 eV
ΔE to the lowest compared entry with this formula, charge and spin = 177.8 kJ/mol
Orbital gap = 11.09 eV
Total charge = +1
HOMO energy = -12.7161 eV

Record 4
C10H16 | the ωB97M-V functional and the def2-TZVPD basis

Geometry as XYZ:
```
26
Properties=species:S:1:pos:R:3:forces:R:3
C 0.023 -2.132 -0.930 1.130 0.018 -0.849
C 1.630 1.712 -0.834 -0.485 0.615 1.325
C -2.014 -0.565 1.554 1.162 -0.702 0.490
C 1.747 -0.531 -0.074 0.148 -0.163 0.611
C 0.231 0.155 -1.935 0.619 -0.200 0.116
C 2.099 0.764 0.136 -0.170 0.311 -1.511
C -2.634 0.678 0.973 -0.309 0.549 -0.061
C 0.686 1.440 -1.844 0.854 -0.910 -0.875
C 0.726 -0.831 -1.019 -1.190 0.165 0.312
C -1.110 -0.330 2.761 -0.147 1.010 0.994
H -3.102 0.547 -0.003 -0.078 -0.308 0.084
H -3.377 1.132 1.627 -0.052 -0.117 0.097
H -2.683 -1.350 1.913 -0.537 0.206 -0.570
H 1.932 2.734 -0.649 0.220 0.099 -0.434
H -1.874 1.446 0.824 0.215 0.041 0.056
H -0.412 -0.253 -2.702 -0.233 0.504 -0.153
H 0.575 2.130 -2.670 -0.570 0.308 0.352
H -1.652 0.139 3.592 -0.287 -0.115 -0.174
H -0.462 -2.239 0.034 0.139 -0.292 0.149
H -0.304 0.398 2.608 0.152 -0.296 -0.390
H 2.141 -1.351 0.513 -0.031 0.078 0.155
H 0.835 -2.857 -1.025 -0.143 -0.539 0.271
H -0.716 -1.244 3.208 0.167 -0.094 -0.352
H 2.783 1.155 0.871 0.067 -0.431 0.279
H -0.682 -2.306 -1.736 -0.136 0.147 0.028
H -1.361 -1.023 0.803 -0.506 0.118 0.052
```
Positions in Å, forces in eV/Å.

Computed properties:
E = -10620.41216 eV
ΔE to the lowest compared entry with this formula, charge and spin = 44.5 kJ/mol
Orbital gap (alpha / beta) = 9.90 / 6.21 eV
Total charge = +1
2S+1 = 2
HOMO energy (alpha / beta) = -14.3169 / -14.3192 eV